P) Molecular formula: C3H10NO2
Method: DFT, wB97M-V/def2-TZVPD

Structure (ORCA input):
```
! wB97M-V def2-TZVPD RIJCOSX def2/J DEFGRID3
* xyz -1 1
C -0.53544 -0.76941 -1.35412
N -0.12797 0.36711 -0.57249
C 0.22045 0.04388 0.83101
C -1.08266 -0.08445 1.63134
O -1.81482 1.04011 1.48989
H -1.01371 -0.46973 -2.27166
H -1.17383 -1.46261 -0.79493
H 0.32663 -1.31412 -1.77447
H -0.91046 1.00693 -0.38690
H 0.78302 0.88641 1.23277
H 0.84290 -0.84985 0.87789
H -0.84930 -0.30588 2.70159
H -1.58600 -0.99618 1.22142
H 2.59403 1.70123 -0.84683
H 1.71339 0.43698 -0.88811
O 2.61379 0.76958 -1.09638
*
```

***

Q) Molecular formula: C3H10NO2
Method: DFT, wB97M-V/def2-TZVPD

Structure (ORCA input):
```
! wB97M-V def2-TZVPD RIJCOSX def2/J DEFGRID3
* xyz -1 1
C -0.14259 -1.24897 -0.40560
O 0.79123 -1.21561 0.59478
C -1.13479 -0.03422 -0.39534
C -1.46971 0.40366 1.01485
N -0.60017 1.11995 -1.19338
H -0.77576 -2.16632 -0.36591
H 0.35817 -1.18046 -1.39166
H -2.03988 -0.23292 -0.95201
H -0.58683 0.32748 1.65671
H -1.88526 1.41185 1.07090
H -2.24865 -0.27851 1.37930
H 0.39923 1.22302 -1.00844
H -0.63727 0.86197 -2.17756
H 1.65430 -0.13374 0.43811
H 1.69823 1.44550 0.73955
O 2.25817 0.76836 0.32877
*
```

***

The relative energies come out as P) 0.787; Q) 0.000, with values in eV.

***

P) Molecular formula: C3H10NO2
Method: DFT, wB97M-V/def2-TZVPD

Structure (ORCA input):
```
! wB97M-V def2-TZVPD RIJCOSX def2/J DEFGRID3
* xyz -1 1
C -0.23733 0.43826 0.86769
O -0.79396 0.51969 -0.41293
C 0.42730 -0.98554 0.98168
C 1.94461 -0.75964 0.84329
N -0.03534 -2.01664 0.03349
H 0.45733 1.26250 0.94949
H -1.08451 0.51327 1.60442
H -0.00629 -1.33997 1.90958
H 2.07088 0.03771 0.09791
H 2.43722 -1.70223 0.55754
H 2.27304 -0.33698 1.79396
H 0.46718 -2.02805 -0.84940
H -0.94570 -1.68682 -0.29092
H -0.97876 1.40867 -1.13525
H -1.82512 1.98214 -2.47726
O -1.16528 2.40678 -1.91591
*
```

***

Q) Molecular formula: C3H10NO2
Method: DFT, wB97M-V/def2-TZVPD

Structure (ORCA input):
```
! wB97M-V def2-TZVPD RIJCOSX def2/J DEFGRID3
* xyz -1 1
C -0.16048 -0.96056 0.20746
O -0.61395 -0.57459 1.44119
C 0.17494 0.23220 -0.88867
C -0.63989 0.32424 -2.20229
N 0.15338 1.53262 -0.20424
H -0.93096 -1.67175 -0.21274
H 0.87899 -1.36458 0.36362
H 1.32406 0.08477 -1.24176
H -1.66200 0.04020 -1.97375
H -0.59616 1.30145 -2.76055
H -0.53017 -0.44288 -2.91711
H -0.41863 1.32230 0.70291
H 1.08948 1.64969 0.11727
H 0.36283 -0.52572 2.36597
H 0.50814 -0.41558 3.98442
O 1.06042 -0.53179 3.21827
*
```

***

The relative energies come out as P) 0.000; Q) 0.069, with values in eV.

***

P) Molecular formula: C42H40GeMgN4O5S2
Method: DFT, wB97M-V/def2-TZVPD

Structure (ORCA input):
```
! wB97M-V def2-TZVPD RIJCOSX def2/J DEFGRID3
* xyz 2 1
Mg -1.12607 -0.88112 1.83829
Ge 1.32031 2.73332 -2.59842
C 2.39647 2.09493 -4.02805
C 3.45864 1.26679 -3.65490
C 4.35358 0.80094 -4.60743
C 4.18925 1.16435 -5.93462
C 3.13637 1.99051 -6.31327
C 2.23939 2.45622 -5.36934
C 0.39394 4.36128 -2.25638
C 0.09932 4.65573 -0.92493
C -0.56101 5.83259 -0.59915
C -0.91487 6.72056 -1.60330
C -0.61075 6.44087 -2.93160
C 0.03706 5.26407 -3.26233
H 1.75283 2.09469 -1.26761
H 3.59627 0.98838 -2.61492
H 5.17816 0.16459 -4.31559
H 4.88383 0.80423 -6.68181
H 3.01444 2.26823 -7.35138
H 1.40932 3.07512 -5.67712
H 0.39238 3.96977 -0.13650
H -0.78784 6.06271 0.43335
H -1.42466 7.64140 -1.35296
H -0.88171 7.14410 -3.70740
H 0.25322 5.04038 -4.29941
N -2.59499 -2.37145 2.55574
C -3.10133 -2.19572 1.21259
C -4.07672 -1.23860 0.95766
C -4.35333 -0.87917 -0.35809
C -3.64966 -1.45472 -1.40666
C -2.72697 -2.45965 -1.14693
C -2.44299 -2.82852 0.15940
S -3.86264 -0.90239 -3.10777
O -4.75379 -1.85130 -3.70394
O -2.49539 -0.89452 -3.61778
O -4.38999 0.46328 -2.95836
H -3.30121 -2.17138 3.25575
H -2.25028 -3.31469 2.71181
H -4.62095 -0.78006 1.77734
H -5.09878 -0.12538 -0.57899
H -2.21436 -2.93135 -1.97602
H -1.73281 -3.62404 0.36464
C -0.22337 3.26867 6.60811
C -0.46076 2.28542 5.50611
C 0.59228 1.60747 4.89480
C 0.33719 0.72131 3.87042
N -0.90175 0.46720 3.41868
C -1.91934 1.11742 4.00491
C -1.74451 2.01814 5.03208
H 0.65436 3.00220 7.19385
H -1.08429 3.33865 7.26995
H -0.04950 4.26026 6.18439
H 1.61147 1.76405 5.22178
H 1.14378 0.18024 3.38879
H -2.91535 0.89735 3.63558
H -2.60666 2.50463 5.46806
N -2.58983 2.18077 -4.26767
C -1.45036 1.98454 -3.65238
O -0.30944 2.31105 -4.04969
C -1.46195 1.37213 -2.30698
C -0.47253 0.43037 -2.07245
C -0.36869 -0.09309 -0.81512
N -1.15732 0.30503 0.18461
C -2.09117 1.23561 -0.04510
C -2.28990 1.79534 -1.28594
H -2.57243 2.54007 -5.21118
H -3.41192 1.64516 -3.94132
H 0.11376 0.03318 -2.89132
H 0.36203 -0.85840 -0.59010
H -2.70032 1.53222 0.79986
H -3.06264 2.53136 -1.45179
O 0.54218 -1.87627 1.72867
S 1.10453 -3.04789 0.90582
C 2.85355 -2.98544 1.12685
C 3.43923 -3.06558 2.38649
C 4.81575 -2.98954 2.48207
C 5.58906 -2.84868 1.33182
C 4.99403 -2.77812 0.08226
C 3.61127 -2.84230 -0.02752
C 0.64453 -4.49508 1.82698
C 0.27020 -4.40145 3.16084
C -0.09501 -5.56031 3.83060
C -0.08226 -6.78231 3.16848
C 0.29014 -6.85662 1.83317
C 0.65148 -5.70576 1.14834
H 2.83134 -3.19816 3.27201
H 5.29342 -3.05531 3.45001
H 6.66658 -2.80406 1.41581
H 5.60260 -2.68370 -0.80639
H 3.13016 -2.79830 -0.99721
H 0.27073 -3.44232 3.66342
H -0.38213 -5.51230 4.87252
H -0.36749 -7.68179 3.69691
H 0.29136 -7.80871 1.32078
H 0.93222 -5.75339 0.10272
*
```

***

Q) Molecular formula: C42H40GeMgN4O5S2
Method: DFT, wB97M-V/def2-TZVPD

Structure (ORCA input):
```
! wB97M-V def2-TZVPD RIJCOSX def2/J DEFGRID3
* xyz 2 1
Mg -0.75422 -0.23516 0.02128
Ge 3.24581 -0.32121 -0.26467
C 3.14436 -1.85703 -1.30478
C 3.59745 -3.04181 -0.69352
C 3.81669 -4.16892 -1.46565
C 3.54928 -4.13657 -2.83071
C 3.06636 -2.97608 -3.43979
C 2.87048 -1.84006 -2.68800
C 3.54560 1.44849 -0.80927
C 3.65081 2.44350 0.17283
C 4.02083 3.72726 -0.18707
C 4.29908 4.01672 -1.51796
C 4.20981 3.03168 -2.49756
C 3.83006 1.74905 -2.15022
H 3.37828 -0.54530 1.24149
H 3.79477 -3.07377 0.37283
H 4.17631 -5.07887 -1.00507
H 3.67562 -5.02790 -3.42827
H 2.80322 -2.99045 -4.48730
H 2.47874 -0.94720 -3.15849
H 3.45193 2.21189 1.21337
H 4.10660 4.49923 0.56529
H 4.60092 5.01819 -1.79498
H 4.44716 3.26601 -3.52658
H 3.77354 0.98176 -2.91184
N -2.03347 -1.90843 0.59633
C -1.67706 -2.85366 -0.44939
C -2.57063 -3.29706 -1.40900
C -2.07971 -3.94776 -2.54258
C -0.71627 -4.14173 -2.70575
C 0.15022 -3.82917 -1.66594
C -0.32663 -3.17498 -0.54620
S 0.01617 -4.63440 -4.27935
O -1.03085 -5.31425 -4.98769
O 1.18255 -5.40143 -3.89150
O 0.38461 -3.32261 -4.84599
H -3.03502 -1.74970 0.67978
H -1.74057 -2.28090 1.49793
H -3.63116 -3.09267 -1.30912
H -2.75235 -4.27286 -3.32707
H 1.19390 -4.09004 -1.75761
H 0.36182 -2.90799 0.25250
C 1.78850 0.47379 5.84803
C 1.28615 0.30384 4.45051
C 0.77443 1.36797 3.71268
C 0.30437 1.16205 2.43149
N 0.31603 -0.04418 1.83415
C 0.81985 -1.07360 2.54336
C 1.30064 -0.94524 3.82466
H 1.81654 1.52008 6.14220
H 2.78813 0.05087 5.95127
H 1.14033 -0.06234 6.54378
H 0.73607 2.36272 4.13608
H -0.10508 1.97816 1.84993
H 0.83884 -2.04064 2.05526
H 1.68693 -1.81571 4.33872
N 0.88024 -1.01985 -6.72262
C 0.83237 0.18389 -6.12622
O 1.16324 1.24550 -6.61521
C 0.33608 0.14819 -4.69802
C 0.82024 1.08824 -3.79083
C 0.46725 0.97917 -2.46445
N -0.31817 -0.01769 -2.00487
C -0.85817 -0.84715 -2.90628
C -0.58278 -0.78404 -4.25530
H 1.20969 -1.05835 -7.67408
H 0.68968 -1.88978 -6.23017
H 1.46900 1.88071 -4.13980
H 0.82043 1.69612 -1.73164
H -1.51976 -1.60786 -2.53003
H -1.03021 -1.50644 -4.91975
O -1.57905 1.58285 0.09638
S -2.63521 2.06257 -0.92345
C -3.26908 3.56925 -0.25687
C -3.40143 3.76832 1.11201
C -3.93606 4.96387 1.55681
C -4.33608 5.93373 0.64175
C -4.19184 5.72274 -0.72083
C -3.64531 4.53284 -1.18156
C -3.98460 0.92268 -0.72420
C -4.60435 0.47819 -1.88280
C -5.65315 -0.42939 -1.78268
C -6.06043 -0.87921 -0.53664
C -5.42821 -0.42638 0.62110
C -4.38513 0.48001 0.53358
H -3.08015 3.00976 1.81353
H -4.04673 5.14373 2.61749
H -4.75791 6.86355 0.99857
H -4.49488 6.48410 -1.42601
H -3.51297 4.36015 -2.24272
H -4.27089 0.83035 -2.85181
H -6.14810 -0.78048 -2.67789
H -6.88114 -1.57988 -0.45912
H -5.76836 -0.76703 1.59053
H -3.89683 0.84824 1.42737
*
```

***

The relative energies come out as P) 0.000; Q) 1.506, with values in eV.